C3H14B2ORb as an isolated structure in a non-equilibrium geometry. Source: the OMol25 dataset; level of theory: the ωB97M-V functional and the def2-TZVPD basis.

```
21
Properties=species:S:1:pos:R:3
Rb 0.73 0.43 0.13
B 1.62 2.22 -3.18
H 0.92 1.66 -4.02
H 1.31 1.89 -2.04
H 2.79 1.92 -3.27
H 1.47 3.42 -3.31
B 3.17 2.38 0.18
H 3.16 1.67 -0.78
H 3.16 1.69 1.18
H 4.07 3.18 0.20
H 2.12 2.97 0.05
C -2.77 -2.52 0.24
C -2.27 -1.73 1.42
O -1.82 -0.61 1.28
C -2.24 -2.43 2.74
H -2.67 -1.94 -0.67
H -3.84 -2.71 0.40
H -2.31 -3.51 0.19
H -3.16 -2.98 2.96
H -1.97 -1.78 3.57
H -1.47 -3.20 2.71
```

Properties
Frontier orbital gap, eV: 5.58
LUMO level, eV: 1.50
Net charge: -1
Energy relative to the best compared isomer or geometry (same formula, charge and spin), eV: 1.4488
Spin multiplicity: 1
E_tot, hartree: -271.6457
Highest occupied orbital energy, eV: -4.08
Strongest force on any atom, Eh/bohr: 0.0211

Atom charges from the Mulliken analysis, given in e for atoms 1 to 2: atom 1 (Rb): 0.62, atom 2 (B): 0.39

***

A 2-piece molecular cluster, C3H14N2O overall in a non-equilibrium geometry. Source: the OMol25 dataset; level of theory: the ωB97M-V functional and the def2-TZVPD basis.

```
20
Properties=species:S:1:pos:R:3
C 0.21 1.12 0.67
C -0.81 0.16 0.02
C -1.08 -1.04 1.00
N -1.29 -2.29 0.22
N 0.94 2.07 -0.25
H 0.89 0.61 1.35
H -0.45 1.71 1.45
H -0.45 -0.20 -0.96
H -1.66 0.79 -0.20
H -0.26 -1.07 1.78
H -2.04 -0.84 1.50
H -1.04 -3.10 0.81
H -2.19 -2.39 -0.28
H -0.64 -2.14 -0.58
H 1.55 2.79 0.19
H 0.12 2.55 -0.66
H 1.48 1.56 -1.00
H 2.03 -0.02 -2.45
H 2.78 -0.27 -1.13
O 1.92 0.00 -1.48
```

Properties
Frontier orbital gap, eV: 13.48
LUMO level, eV: -6.76
Net charge: +2
Energy relative to the best compared isomer or geometry (same formula, charge and spin), eV: 0.6634
Spin multiplicity: 1
E_tot, hartree: -306.8199
Highest occupied orbital energy, eV: -20.24
Strongest force on any atom, Eh/bohr: 0.0634

Atom charges from the Mulliken analysis, given in e for atoms 1 to 2: atom 1 (C): -1.08, atom 2 (C): -0.58

***

A 3-piece molecular cluster, C3H14N2O2 overall in a non-equilibrium geometry. Source: the OMol25 dataset; level of theory: the ωB97M-V functional and the def2-TZVPD basis.

```
21
Properties=species:S:1:pos:R:3
N 1.53 -0.30 0.71
C 0.32 0.56 0.49
C 0.69 2.01 0.81
C -0.83 0.12 1.36
N -1.44 -1.12 0.90
H 1.30 -1.01 1.40
H 1.76 -0.92 -0.06
H 0.16 0.48 -0.58
H -0.17 2.65 0.63
H 1.48 2.35 0.13
H 1.05 2.15 1.83
H -0.47 0.04 2.40
H -1.52 0.97 1.44
H -0.73 -1.75 0.56
H -2.13 -1.51 1.51
H 3.02 -0.38 -2.17
H 2.74 -1.66 -3.07
O 2.58 -1.23 -2.23
H -2.41 -0.18 -0.58
H -2.95 -0.34 -1.97
O -2.88 0.32 -1.27
```

Properties
Frontier orbital gap, eV: 10.03
LUMO level, eV: 0.71
Energy relative to the best compared isomer or geometry (same formula, charge and spin), eV: 0.6416
SMILES: C[C@@H](N)CN.O.O
Spin multiplicity: 1
E_tot, hartree: -382.6762
Highest occupied orbital energy, eV: -9.32
Strongest force on any atom, Eh/bohr: 0.0354

Atom charges from the Mulliken analysis, given in e for atoms 1 to 2: atom 1 (N): -0.78, atom 2 (C): 0.90

***

A 3-piece molecular cluster, C3H14N2O2 overall in a non-equilibrium geometry. Source: the OMol25 dataset; level of theory: the ωB97M-V functional and the def2-TZVPD basis.

```
21
Properties=species:S:1:pos:R:3
C 1.35 1.22 -1.05
C 0.48 0.53 0.07
N -0.20 -0.93 -0.22
C 0.30 -1.87 0.81
N -0.11 -3.24 0.77
H 1.92 0.42 -1.59
H 2.05 1.85 -0.48
H 0.65 1.77 -1.70
H 1.09 0.54 0.94
H -0.45 1.07 0.26
H -0.04 -1.27 -1.12
H 0.04 -1.47 1.77
H 1.45 -1.89 0.88
H -1.08 -3.39 0.94
H 0.33 -3.74 -0.05
H 1.67 5.61 -1.34
H 2.88 4.97 -2.03
O 2.11 4.84 -1.65
H -4.44 -1.25 0.82
H -3.03 -1.06 1.15
O -3.81 -1.37 1.50
```

Properties
Frontier orbital gap, eV: 9.63
LUMO level, eV: 0.86
Energy relative to the best compared isomer or geometry (same formula, charge and spin), eV: 2.2376
SMILES: CCNCN.O.O
Spin multiplicity: 1
E_tot, hartree: -382.6175
Highest occupied orbital energy, eV: -8.78
Strongest force on any atom, Eh/bohr: 0.1300

Atom charges from the Mulliken analysis, given in e for atoms 1 to 2: atom 1 (C): -0.85, atom 2 (C): -0.49

***

A 4-piece molecular cluster, C3H14N2O2S overall in a non-equilibrium geometry. Source: the OMol25 dataset; level of theory: the ωB97M-V functional and the def2-TZVPD basis.

```
22
Properties=species:S:1:pos:R:3
N -0.31 0.90 0.76
C -0.74 -0.30 -0.14
C -1.98 0.25 -1.00
S -3.49 -0.03 -0.10
C 0.56 -0.70 -0.74
N 1.38 -1.39 0.36
H -1.06 1.67 1.02
H -2.29 -0.37 1.43
H 0.53 1.22 0.26
H -1.13 -1.11 0.49
H -1.94 -0.47 -1.92
H -1.91 1.25 -1.46
H 0.26 -1.39 -1.63
H 1.29 0.03 -1.11
H 1.10 -2.38 0.29
H 2.42 -1.31 -0.07
H 1.69 0.22 2.18
H 2.70 0.88 3.22
O 2.66 0.57 2.26
H 3.82 1.10 -2.28
H 4.63 0.58 -1.23
O 3.73 0.50 -1.54
```

Properties
Frontier orbital gap, eV: 8.21
LUMO level, eV: -0.50
Energy relative to the best compared isomer or geometry (same formula, charge and spin), eV: 4.0423
Spin multiplicity: 1
E_tot, hartree: -780.7149
Highest occupied orbital energy, eV: -8.71
Strongest force on any atom, Eh/bohr: 0.0996

Atom charges from the Mulliken analysis, given in e for atoms 1 to 2: atom 1 (N): -0.44, atom 2 (C): -0.27

***

A 4-piece molecular cluster, C3H14N2O3 overall in a non-equilibrium geometry. Source: the OMol25 dataset; level of theory: the ωB97M-V functional and the def2-TZVPD basis.

```
22
Properties=species:S:1:pos:R:3
C -3.07 0.17 -0.75
C -1.67 0.26 -0.20
C -0.98 1.47 -0.06
N 0.41 1.63 0.38
N -0.97 -0.95 0.07
H -3.44 1.18 -0.88
H -3.09 -0.37 -1.73
H -3.73 -0.36 -0.05
H -1.50 2.41 -0.07
H 0.69 1.18 1.25
H 0.54 2.66 0.49
H -1.68 -1.59 0.61
H -0.30 -0.74 0.84
H 2.84 -1.28 -0.76
H 4.21 -0.98 -0.41
O 3.39 -1.33 -0.04
H 1.73 -1.41 2.59
H 2.09 -0.99 1.18
O 1.42 -0.85 1.85
H 0.53 -0.58 -1.64
H 1.14 0.69 -1.24
O 1.43 -0.19 -1.44
```

Properties
Frontier orbital gap, eV: 8.42
LUMO level, eV: 0.85
Energy relative to the best compared isomer or geometry (same formula, charge and spin), eV: 0.8616
SMILES: C/C(N)=C/N.O.O.O
Spin multiplicity: 1
E_tot, hartree: -457.9074
Highest occupied orbital energy, eV: -7.57
Strongest force on any atom, Eh/bohr: 0.0787

Atom charges from the Mulliken analysis, given in e for atoms 1 to 2: atom 1 (C): -1.22, atom 2 (C): 0.55

***

A 3-piece molecular cluster, C3H14N2O3 overall in a non-equilibrium geometry. Source: the OMol25 dataset; level of theory: the ωB97M-V functional and the def2-TZVPD basis.

```
22
Properties=species:S:1:pos:R:3
N -0.88 0.34 1.06
C 0.60 0.30 1.17
C 1.34 1.14 0.17
O 1.30 2.53 0.56
C 1.01 -1.15 1.36
N 1.36 -1.77 0.07
H -1.20 -0.28 0.33
H -1.21 1.25 0.74
H 0.69 0.73 2.17
H 1.12 1.14 -0.89
H 2.39 0.85 0.16
H 1.01 2.58 1.48
H 0.19 -1.73 1.77
H 1.90 -1.19 1.97
H 1.58 -2.75 0.18
H 0.65 -1.70 -0.65
H -0.77 0.10 -2.58
H -0.73 -1.32 -3.23
O -0.66 -0.84 -2.40
H -3.73 -0.67 -0.53
H -2.38 -0.68 -1.40
O -3.17 -0.19 -1.14
```

Properties
Frontier orbital gap, eV: 9.41
LUMO level, eV: 0.37
Energy relative to the best compared isomer or geometry (same formula, charge and spin), eV: 1.0765
SMILES: NC[C@H](N)CO.O.O
Spin multiplicity: 1
E_tot, hartree: -457.8996
Highest occupied orbital energy, eV: -9.03
Strongest force on any atom, Eh/bohr: 0.0427

Atom charges from the Mulliken analysis, given in e for atoms 1 to 2: atom 1 (N): -0.56, atom 2 (C): 0.23

***

A 4-piece molecular cluster, C3H14N2O3 overall in a non-equilibrium geometry. Source: the OMol25 dataset; level of theory: the ωB97M-V functional and the def2-TZVPD basis.

```
22
Properties=species:S:1:pos:R:3
C 1.90 1.39 1.68
C 1.06 1.17 0.43
N 2.07 3.99 0.19
C 1.03 3.41 -0.53
N 0.54 2.26 -0.32
H 2.90 1.70 1.27
H 2.04 0.48 2.25
H 1.77 2.32 2.23
H 0.19 0.54 0.69
H 1.52 0.45 -0.27
H 2.29 4.94 -0.09
H 2.98 3.53 0.19
H 0.42 3.96 -1.25
H -3.41 -6.05 1.99
H -2.13 -6.65 1.51
O -3.07 -6.61 1.29
H -5.05 -4.08 3.64
H -3.67 -3.35 3.33
O -4.34 -3.98 2.98
H 0.89 0.47 -6.13
H 1.88 1.48 -5.50
O 1.81 0.60 -5.86
```

Properties
Frontier orbital gap, eV: 9.72
LUMO level, eV: 0.65
Energy relative to the best compared isomer or geometry (same formula, charge and spin), eV: 1.6736
SMILES: CC/N=C\N.O.O.O
Spin multiplicity: 1
E_tot, hartree: -457.8776
Highest occupied orbital energy, eV: -9.07
Strongest force on any atom, Eh/bohr: 0.0578

Atom charges from the Mulliken analysis, given in e for atoms 1 to 2: atom 1 (C): -1.00, atom 2 (C): -0.36

***

A 4-piece molecular cluster, C3H14N2O4 overall in a non-equilibrium geometry. Source: the OMol25 dataset; level of theory: the ωB97M-V functional and the def2-TZVPD basis.

```
23
Properties=species:S:1:pos:R:3
N 0.66 0.27 -0.49
C -0.01 0.34 0.79
C 0.97 0.31 2.01
C -1.03 -0.78 1.05
N -1.46 -1.62 0.05
O -1.50 -0.88 2.17
H 1.43 -0.38 -0.45
H 0.95 1.13 -0.93
H -0.58 1.25 0.92
H 0.89 1.15 2.69
H 2.00 0.30 1.63
H 0.90 -0.59 2.60
H -1.63 -2.58 0.32
H -1.32 -1.40 -0.92
H -3.42 2.10 0.59
H -3.00 2.08 2.03
O -3.63 2.51 1.44
H 3.66 -0.31 -1.73
H 2.46 -0.36 -2.63
O 3.16 0.25 -2.35
H 0.34 -1.03 -2.17
H -0.36 -0.77 -3.51
O 0.49 -0.99 -3.13
```

Properties
Frontier orbital gap, eV: 10.07
LUMO level, eV: 0.29
Energy relative to the best compared isomer or geometry (same formula, charge and spin), eV: 0.7621
SMILES: C[C@@H](N)C(N)=O.O.O.O
Spin multiplicity: 1
E_tot, hartree: -533.1771
Highest occupied orbital energy, eV: -9.78
Strongest force on any atom, Eh/bohr: 0.0207

Atom charges from the Mulliken analysis, given in e for atoms 1 to 2: atom 1 (N): -0.48, atom 2 (C): 0.46

***

A 3-piece molecular cluster, C3H14NO2 overall in a non-equilibrium geometry. Source: the OMol25 dataset; level of theory: the ωB97M-V functional and the def2-TZVPD basis.

```
20
Properties=species:S:1:pos:R:3
C 1.49 -1.22 0.93
C 1.06 0.21 0.56
N -0.28 0.19 -0.18
C -0.51 1.54 -0.85
H 0.91 -1.62 1.77
H 2.55 -1.17 1.18
H 1.29 -1.86 0.08
H 1.73 0.70 -0.14
H 0.93 0.78 1.47
H -0.10 -0.43 -1.01
H -1.10 0.07 0.42
H 0.44 1.75 -1.33
H -1.30 1.43 -1.59
H -0.75 2.26 -0.07
H -3.29 0.53 1.63
H -2.51 1.28 2.77
O -2.43 0.73 1.98
H -0.16 -1.77 -2.68
H 1.37 -1.94 -2.68
O 0.65 -1.45 -2.25
```

Properties
Frontier orbital gap, eV: 12.84
LUMO level, eV: -2.86
Net charge: +1
Energy relative to the best compared isomer or geometry (same formula, charge and spin), eV: 0.5922
Spin multiplicity: 1
E_tot, hartree: -327.7008
Highest occupied orbital energy, eV: -15.71
Strongest force on any atom, Eh/bohr: 0.0466

Atom charges from the Mulliken analysis, given in e for atoms 1 to 2: atom 1 (C): -1.06, atom 2 (C): -0.40

***

A 3-piece molecular cluster, C3H14NO2 overall in a non-equilibrium geometry. Source: the OMol25 dataset; level of theory: the ωB97M-V functional and the def2-TZVPD basis.

```
20
Properties=species:S:1:pos:R:3
C 0.25 -0.99 -2.86
C 0.81 -0.78 -1.47
N -0.34 -0.84 -0.37
C 0.25 -1.08 1.07
H -0.52 -0.17 -3.09
H 0.98 -0.93 -3.64
H -0.33 -1.93 -2.91
H 1.46 -1.69 -1.15
H 1.36 0.17 -1.36
H -0.92 -1.62 -0.55
H -1.04 -0.01 -0.43
H -0.36 -1.97 1.27
H -0.13 -0.29 1.75
H 1.34 -0.95 0.95
H 0.76 1.42 2.05
H 1.14 2.55 1.11
O 0.93 1.59 1.14
H -1.49 1.66 2.82
H -1.86 2.38 1.46
O -1.66 1.46 1.84
```

Properties
Frontier orbital gap (spin up / spin down), eV: 11.22 / 4.24
LUMO level (spin up / spin down), eV: -8.23 / -15.21
<S²>: 0.76
Net charge: +2
Energy relative to the best compared isomer or geometry (same formula, charge and spin), eV: 1.4801
Spin multiplicity: 2
E_tot, hartree: -327.1010
Highest occupied orbital energy (spin up / spin down), eV: -19.45 / -19.45
Strongest force on any atom, Eh/bohr: 0.0720

Atom charges from the Mulliken analysis, given in e for atoms 1 to 2: atom 1 (C): -1.21, atom 2 (C): -0.32

***

A 5-piece molecular cluster, C3H14NO2S2 overall in a non-equilibrium geometry. Source: the OMol25 dataset; level of theory: the ωB97M-V functional and the def2-TZVPD basis.

```
22
Properties=species:S:1:pos:R:3
N -0.51 -0.26 -1.41
C -0.09 -1.41 -0.66
C -1.29 -2.20 -0.09
C 0.86 -0.95 0.45
S 2.27 -0.07 -0.16
S -2.20 1.17 0.82
H -0.50 0.75 -1.03
H -1.28 -0.30 -2.07
H -0.13 1.65 -0.66
H 0.42 -2.04 -1.42
H -1.55 -3.19 -0.46
H -1.07 -2.48 0.98
H -2.12 -1.48 -0.08
H 0.32 -0.29 1.11
H 1.11 -1.89 0.98
H -2.26 2.41 0.28
H 2.88 1.56 -1.41
H 3.59 2.62 -2.35
O 2.78 2.39 -1.90
H -0.01 1.82 3.51
H -0.92 1.24 2.41
O -0.31 0.99 3.15
```

Properties
Frontier orbital gap (spin up / spin down), eV: 5.71 / 5.60
LUMO level (spin up / spin down), eV: -3.17 / -3.18
<S²>: 0.75
Energy relative to the best compared isomer or geometry (same formula, charge and spin), eV: 4.3051
Spin multiplicity: 2
E_tot, hartree: -1124.0309
Highest occupied orbital energy (spin up / spin down), eV: -8.88 / -8.78
Strongest force on any atom, Eh/bohr: 0.0572

Atom charges from the Mulliken analysis, given in e for atoms 1 to 2: atom 1 (N): -0.40, atom 2 (C): 0.50